# CH4ClOP

CH4ClOP in the gas phase at a distorted geometry (ωB97M-V/def2-TZVPD, the Open Molecules 2025 dataset).

Results
LUMO energy in eV: 0.67
Relative energy (zero: lowest compared OMol25 entry of this formula, charge and spin) in eV: 1.232
DFT total energy in eV: -24960.660
HOMO in eV: -9.526
Gap between HOMO and LUMO in eV: 10.19

ORCA input file:
```
! RIJCOSX wB97M-V def2-TZVPD def2/J DEFGRID3
* xyz 0 1
C -0.70923 -0.77372 0.13079
P 0.70216 0.35355 0.82491
O 0.67263 1.65033 -0.58532
Cl 2.19717 -0.72151 0.08085
H -0.42693 -1.76680 0.00671
H -0.89096 -0.22180 -0.88400
H -1.54787 -0.83457 0.86126
H 0.00303 2.31452 -0.43519
*
```